This record from OMol25 describes 4 unconnected molecules or ions with the total composition C37H74N3O12P3 in a non-equilibrium geometry. The level of theory is ωB97M-V with the def2-TZVPD basis set.

```
129
Properties=species:S:1:pos:R:3:mulliken_charge:R:1
C -3.20 3.48 -0.33 -0.79
C -3.58 2.39 0.38 -0.49
C -2.83 1.05 0.19 2.44
C -2.01 0.81 1.43 -0.21
N -1.40 0.77 2.39 -0.58
C -3.73 -0.19 -0.24 2.24
C -5.21 0.35 -0.25 -0.77
N -6.29 0.70 -0.25 -0.68
C -3.42 -0.56 -1.72 -1.34
C -3.76 0.60 -2.71 -0.79
C -2.89 0.63 -3.99 0.47
C -3.10 2.06 -4.63 -1.49
C -1.34 0.48 -3.72 -0.03
C -0.40 1.30 -4.66 -0.49
C 1.07 0.85 -4.34 -0.80
C 1.88 1.51 -3.48 0.54
C 3.35 1.87 -3.78 -1.00
C 1.39 1.97 -2.08 -0.63
C -3.71 -1.40 0.76 -1.39
C -2.47 -2.31 0.69 0.53
C -1.70 -2.56 2.03 -1.32
N -2.07 -2.90 -0.35 -0.70
H -2.95 3.46 -1.40 0.19
H -3.12 4.42 0.23 0.29
H -4.40 2.54 1.10 0.39
H -2.10 1.23 -0.63 -1.13
H -4.09 -1.40 -1.98 0.62
H -2.36 -0.89 -1.76 0.41
H -4.81 0.45 -3.02 0.55
H -3.72 1.61 -2.25 0.19
H -3.23 -0.08 -4.78 0.38
H -2.82 2.10 -5.70 0.36
H -4.18 2.36 -4.56 0.40
H -2.56 2.81 -4.02 0.27
H -1.19 0.72 -2.64 -0.49
H -1.08 -0.59 -3.83 0.27
H -0.57 1.03 -5.72 0.45
H -0.41 2.38 -4.47 0.42
H 1.48 -0.06 -4.83 0.33
H 3.37 2.83 -4.33 0.29
H 3.87 2.04 -2.81 0.07
H 3.88 1.10 -4.36 0.37
H 1.76 3.01 -1.93 0.31
H 0.28 2.04 -2.02 -0.04
H 1.82 1.31 -1.31 0.18
H -4.59 -2.03 0.50 0.28
H -3.86 -1.07 1.81 0.61
H -1.69 -1.67 2.69 0.32
H -2.30 -3.33 2.56 0.28
H -0.69 -2.97 1.84 0.44
H -1.23 -3.45 -0.16 0.27
O -5.91 -4.87 3.06 -0.78
P -7.39 -4.57 3.10 1.27
O -7.37 -2.94 3.30 -0.46
C -7.04 -2.13 2.18 -0.09
C -8.16 -2.04 1.18 -1.08
O -7.68 -5.01 4.67 -0.35
C -6.82 -5.93 5.33 -0.34
C -5.77 -5.20 6.15 -1.19
O -9.05 -4.55 2.86 -0.29
C -9.67 -5.75 2.36 -0.37
C -9.67 -6.87 3.38 -0.96
H -6.14 -2.50 1.69 0.12
H -6.82 -1.13 2.56 0.37
H -8.35 -3.00 0.69 0.18
H -7.91 -1.31 0.41 0.43
H -9.09 -1.74 1.68 0.29
H -6.35 -6.61 4.62 0.37
H -7.44 -6.54 6.00 0.39
H -5.29 -4.40 5.58 0.28
H -5.00 -5.89 6.50 0.35
H -6.23 -4.72 7.02 0.31
H -9.16 -6.07 1.44 0.31
H -10.69 -5.49 2.10 0.34
H -8.67 -7.28 3.53 0.23
H -10.31 -7.69 3.05 0.42
H -10.02 -6.52 4.35 0.24
O 5.65 5.46 2.59 -0.79
P 4.49 5.37 1.64 0.86
O 4.47 3.77 1.32 -0.05
C 3.97 2.87 2.31 -0.35
C 2.45 2.92 2.40 -0.96
O 5.26 5.89 0.27 -0.27
C 6.43 6.69 0.36 -0.42
C 7.69 5.84 0.26 -1.19
O 3.03 5.58 0.83 -0.15
C 2.36 6.84 0.98 -0.44
C 3.09 7.98 0.28 -0.93
H 4.43 3.10 3.28 0.30
H 4.29 1.87 2.02 0.30
H 2.11 3.88 2.79 0.25
H 2.09 2.14 3.07 0.46
H 2.00 2.78 1.42 0.13
H 6.43 7.29 1.27 0.40
H 6.41 7.40 -0.48 0.40
H 7.64 4.97 0.91 0.28
H 8.57 6.43 0.52 0.36
H 7.80 5.46 -0.76 0.29
H 2.23 7.06 2.04 0.32
H 1.37 6.72 0.54 0.32
H 4.00 8.24 0.82 0.21
H 2.46 8.87 0.25 0.42
H 3.37 7.70 -0.73 0.23
O 5.25 -1.20 -2.06 -0.68
P 6.30 -2.10 -1.47 1.10
O 5.48 -2.66 -0.16 -0.35
C 4.47 -3.64 -0.35 -0.30
C 5.06 -5.01 -0.61 -0.98
O 7.18 -0.92 -0.72 -0.39
C 7.14 0.41 -1.25 -0.56
C 6.08 1.26 -0.59 -0.87
O 7.54 -3.18 -1.16 -0.30
C 8.54 -3.36 -2.18 -0.35
C 9.43 -2.14 -2.35 -0.94
H 3.80 -3.34 -1.16 0.26
H 3.88 -3.67 0.57 0.33
H 5.57 -5.04 -1.57 0.23
H 4.27 -5.77 -0.62 0.41
H 5.79 -5.27 0.16 0.23
H 6.99 0.39 -2.33 0.39
H 8.13 0.84 -1.08 0.42
H 5.13 0.75 -0.54 0.25
H 5.95 2.19 -1.14 0.25
H 6.36 1.51 0.44 0.30
H 8.06 -3.62 -3.13 0.31
H 9.15 -4.21 -1.88 0.34
H 8.89 -1.32 -2.82 0.22
H 10.29 -2.37 -2.98 0.42
H 9.79 -1.78 -1.38 0.25
```

Calculated values
- Kohn-Sham gap (eV) = 6.93
- strongest force on any atom (eV/A) = 8.6
- SMILES = [H]/N=C(\C)C[C@](C#N)(CC[C@@H](C)CCC=C(C)C)[C@H](C#N)C=C.CCOP(=O)(OCC)OCC.CCOP(=O)(OCC)OCC.CCOP(=O)(OCC)OCC
- LUMO (eV) = -0.778
- HOMO level (Ha) = -0.2834

---

This record from OMol25 describes 9 unconnected molecules or ions with the total composition C37H76BO14P in a non-equilibrium geometry. The level of theory is ωB97M-V with the def2-TZVPD basis set.

```
129
Properties=species:S:1:pos:R:3:mulliken_charge:R:1
C 4.22 2.26 3.70 -0.56
C 3.81 0.67 4.00 0.54
O 3.09 0.35 5.09 -0.58
O 4.25 -0.30 2.97 -0.23
C 3.13 -1.13 2.49 -0.60
C 1.96 -0.25 1.68 -0.36
C 2.60 0.48 0.32 0.56
C 1.84 1.91 0.01 -0.79
C 0.50 1.68 -0.93 -0.41
C -0.85 1.71 0.04 0.20
C -1.77 0.37 -0.28 -0.64
C -2.73 -0.09 0.97 -0.25
B -3.95 0.95 1.34 -0.25
C -4.13 2.49 0.79 -0.44
C -3.81 3.66 1.89 0.40
C -2.43 3.44 2.75 -0.79
O -3.62 4.93 1.10 -0.57
P -5.30 0.30 2.58 0.74
O -6.14 -0.86 1.87 -0.68
O -4.52 -0.36 3.99 -0.28
O -6.33 1.64 3.02 -0.55
H 4.06 2.42 2.53 0.12
H 5.37 2.43 3.95 0.26
H 3.53 3.02 4.31 0.28
H 2.65 -1.77 3.35 0.31
H 3.58 -1.87 1.68 0.30
H 1.17 -1.04 1.27 0.19
H 1.39 0.50 2.38 0.21
H 2.43 -0.29 -0.56 0.04
H 3.75 0.73 0.47 -0.28
H 1.48 2.43 1.00 0.33
H 2.55 2.63 -0.60 0.33
H 0.57 0.63 -1.49 0.09
H 0.41 2.48 -1.80 0.38
H -0.59 1.69 1.19 -0.19
H -1.38 2.73 -0.19 0.26
H -1.00 -0.52 -0.46 0.29
H -2.35 0.47 -1.32 0.21
H -2.10 -0.29 1.96 0.22
H -3.25 -1.14 0.72 -0.01
H -5.29 2.61 0.51 0.33
H -3.56 2.64 -0.24 0.30
H -4.70 3.85 2.64 0.14
H -1.52 3.55 2.03 0.09
H -2.41 2.48 3.42 0.22
H -2.36 4.37 3.50 0.38
H -4.34 5.00 0.40 0.34
H -5.21 -0.89 4.52 0.27
H -5.85 2.29 3.64 0.30
C -2.61 -1.44 6.61 -0.86
C -3.74 -1.81 7.53 0.93
O -4.75 -2.37 7.11 -0.61
C -3.58 -1.47 8.99 -0.93
H -2.86 -1.75 5.59 0.15
H -2.45 -0.36 6.62 0.19
H -1.69 -1.96 6.91 0.43
H -3.47 -0.38 9.10 0.09
H -2.71 -1.98 9.40 0.37
H -4.47 -1.79 9.53 0.29
C -5.33 -5.85 -0.05 -1.18
C -4.77 -4.67 0.69 0.88
O -3.65 -4.23 0.45 -0.57
C -5.65 -4.03 1.74 -0.85
H -4.59 -6.20 -0.78 0.24
H -5.54 -6.66 0.65 0.41
H -6.24 -5.56 -0.59 0.30
H -5.88 -4.76 2.52 0.38
H -6.57 -3.66 1.29 0.32
H -5.12 -3.19 2.19 0.05
C 9.13 1.69 0.97 -1.15
C 7.65 1.81 1.20 0.79
O 7.08 2.90 1.16 -0.57
C 6.89 0.54 1.49 -0.48
H 9.55 2.68 0.77 0.31
H 9.61 1.27 1.86 0.31
H 9.32 1.05 0.10 0.31
H 7.27 0.08 2.41 0.32
H 6.98 -0.15 0.65 0.40
H 5.83 0.78 1.64 -0.24
C 2.33 -2.29 -3.73 -1.04
C 3.29 -1.22 -3.28 0.71
O 3.02 -0.47 -2.35 -0.56
C 4.60 -1.11 -4.01 -1.00
H 1.43 -2.26 -3.11 0.25
H 2.05 -2.12 -4.77 0.32
H 2.80 -3.28 -3.62 0.33
H 4.42 -0.89 -5.07 0.16
H 5.17 -2.04 -3.91 0.36
H 5.19 -0.30 -3.58 0.28
C -4.98 -4.25 -3.78 -0.76
C -4.34 -4.92 -4.96 0.79
O -3.66 -4.29 -5.77 -0.57
C -4.54 -6.41 -5.11 -1.05
H -4.75 -3.18 -3.80 0.28
H -6.07 -4.37 -3.83 0.33
H -4.60 -4.67 -2.85 0.06
H -5.61 -6.62 -5.22 0.32
H -4.14 -6.93 -4.24 0.29
H -4.02 -6.76 -6.00 0.29
C -4.97 2.64 8.66 -1.12
C -3.51 2.58 8.31 0.81
O -2.99 1.53 7.94 -0.53
C -2.71 3.85 8.43 -1.15
H -5.42 1.66 8.53 0.27
H -5.09 2.94 9.70 0.34
H -5.48 3.35 8.00 0.36
H -2.73 4.20 9.46 0.35
H -3.12 4.61 7.76 0.35
H -1.67 3.65 8.14 0.29
C 3.70 -1.33 -9.22 -0.86
C 4.84 -1.72 -8.32 0.93
O 4.66 -2.42 -7.33 -0.58
C 6.21 -1.21 -8.68 -1.10
H 2.77 -1.77 -8.84 0.28
H 3.59 -0.24 -9.24 0.14
H 3.88 -1.71 -10.23 0.35
H 6.21 -0.11 -8.67 0.24
H 6.50 -1.58 -9.67 0.36
H 6.94 -1.56 -7.94 0.31
C 4.19 3.89 -7.70 -1.04
C 3.99 3.14 -8.99 0.76
O 3.90 1.92 -9.02 -0.54
C 3.90 3.96 -10.25 -1.10
H 4.23 3.17 -6.87 0.25
H 5.13 4.44 -7.73 0.32
H 3.35 4.57 -7.52 0.33
H 4.82 4.52 -10.40 0.33
H 3.05 4.64 -10.19 0.33
H 3.75 3.29 -11.11 0.28
```

Calculated values
- Kohn-Sham gap (eV) = 8.98
- strongest force on any atom (eV/A) = 8.8
- SMILES = CC(=O)OCCCCCCCCB(C[C@@H](C)O)P(=O)(O)O.CC(C)=O.CC(C)=O.CC(C)=O.CC(C)=O.CC(C)=O.CC(C)=O.CC(C)=O.CC(C)=O
- LUMO (eV) = -0.276
- HOMO level (Ha) = -0.3402